1.
Density functional theory data (wB97M-V/def2-TZVPD) for 2 unconnected molecules or ions with the total composition C9H14N3 in a non-equilibrium geometry.

Output
- Charge: +1
- HOMO-LUMO gap: 9.19 eV

XYZ file:
```
26
Properties=species:S:1:pos:R:3:forces:R:3:lowdin_charge:R:1
C 0.395224 2.091923 0.249922 -0.104 -0.122 -0.017 -0.25
C -3.210060 -0.673867 0.152091 -0.480 0.307 -0.366 -0.01
C -3.317608 0.463050 -0.586488 -0.397 -0.523 0.190 -0.01
C -1.252574 0.352119 0.200280 -0.434 0.030 -0.190 -0.23
C 0.943675 -1.696609 0.284406 0.000 0.189 -0.045 -0.05
C 2.550566 0.165463 0.738752 -0.146 0.033 0.018 -0.04
C 1.442183 -0.017866 -1.505804 0.020 -0.003 0.098 -0.02
C 0.139708 0.700928 0.458478 0.867 -0.460 4.599 -0.17
C 1.269894 -0.231107 0.006338 0.126 -0.103 -0.229 -0.59
N 0.569242 3.207174 0.071837 0.069 0.729 -0.211 0.23
N -1.930977 -0.721178 0.626507 0.410 0.395 -0.097 0.16
N -2.101765 1.081131 -0.539266 0.378 -0.295 0.254 0.18
H -3.932449 -1.433941 0.371706 -0.102 -0.087 0.026 0.14
H -4.149818 0.865113 -1.127957 -0.114 0.062 -0.059 0.14
H 0.092719 -2.041291 -0.301225 -0.027 -0.091 -0.051 0.08
H 0.760513 -1.864865 1.345362 -0.017 -0.049 0.147 0.09
H 1.796377 -2.307253 -0.000611 0.051 -0.051 -0.003 0.10
H 3.392822 -0.407686 0.361630 0.055 -0.059 -0.066 0.10
H 2.449678 -0.030758 1.805918 0.011 -0.021 0.085 0.09
H 2.770719 1.222461 0.606473 0.074 0.080 -0.024 0.09
H 2.225844 -0.673735 -1.874714 0.052 -0.065 -0.059 0.10
H 1.730839 1.008035 -1.725367 0.025 0.067 -0.051 0.09
H 0.525854 -0.249507 -2.047811 -0.080 -0.043 -0.095 0.09
H 0.259863 0.685239 2.208176 -0.411 -0.052 -3.901 0.31
H -1.551461 -1.444880 1.223389 0.047 0.150 -0.075 0.18
H -1.868997 1.951913 -1.002027 0.127 -0.018 0.123 0.19
```
Positions in Å, forces in eV/Å.

2.
Density functional theory data (wB97M-V/def2-TZVPD) for a gas-phase ion, C9H14N3OS (charge +1) in a non-equilibrium geometry.

Output
- Charge: +1
- HOMO-LUMO gap: 9.20 eV

XYZ file:
```
28
Properties=species:S:1:pos:R:3:forces:R:3:lowdin_charge:R:1
C -0.932792 -1.997318 1.114271 -2.447 -0.818 -0.306 -0.20
C -2.411137 -1.097208 -0.392414 2.566 1.161 -0.342 -0.27
C -0.607425 -2.231199 -1.248197 -0.073 -0.465 -0.878 -0.05
C 2.849010 1.519550 -1.391819 0.413 0.057 3.378 -0.07
C 2.464506 2.205967 -0.088873 0.774 1.113 0.339 -0.08
C -0.090078 -2.124272 -0.002014 -0.705 -0.629 -1.771 -0.11
C 1.948214 0.843172 -0.397652 1.083 -2.237 -0.937 -0.35
C -0.339334 0.262763 -0.095065 -0.577 1.691 -0.236 -0.59
C -1.703776 0.897642 2.406089 -0.646 -0.457 -2.938 -0.26
N -2.159064 -1.662833 0.887503 -1.154 0.423 0.736 0.12
N -1.629089 0.211089 -0.528257 1.349 -0.054 1.616 0.10
N 0.673629 0.512371 -0.982682 -1.355 1.104 2.163 0.06
O -1.871073 -1.800302 -1.492450 1.139 -1.917 -0.349 0.03
S -0.088711 0.521261 1.602741 0.650 0.510 0.187 1.06
H -0.612464 -2.394801 2.092764 -0.371 0.398 -0.444 0.15
H -3.339211 -0.753529 -0.767604 -1.652 -0.644 0.751 0.16
H -0.055118 -2.650171 -2.161318 -1.023 0.764 1.485 0.18
H 2.439155 1.944192 -2.207823 -1.729 1.120 -2.614 0.07
H 3.867476 1.385585 -1.502226 1.808 -1.148 -0.070 0.09
H 3.249608 2.317439 0.690392 -0.620 -0.665 -0.619 0.13
H 1.984401 3.187332 -0.186131 -0.749 -0.892 0.074 0.12
H 0.869853 -2.386164 0.178739 3.005 -0.882 0.181 0.09
H 2.267124 -0.136315 0.089832 0.482 1.863 0.014 0.17
H -1.485604 1.815116 2.881183 -0.231 1.160 0.379 0.02
H -1.880918 0.146738 3.124376 -0.241 -0.981 0.707 0.03
H -2.560453 0.906655 1.632036 1.537 0.291 1.398 0.09
H -1.597362 0.595142 -1.433531 -0.815 0.098 -1.698 0.13
H 0.750634 -0.037900 -1.821870 -0.420 0.037 -0.205 0.16
```
Positions in Å, forces in eV/Å.

3.
Density functional theory data (wB97M-V/def2-TZVPD) for C9H14N4O2 in the gas phase in a non-equilibrium geometry.

Output
- HOMO-LUMO gap: 9.02 eV
- SMILES string: CCC(=O)OCCc1nnc(CC)nn1

XYZ file:
```
29
Properties=species:S:1:pos:R:3:forces:R:3:lowdin_charge:R:1
C -3.285298 -1.976694 2.722756 -0.631 -0.778 0.481 -0.14
C -2.047610 -1.862894 3.794066 -0.454 0.476 -1.055 -0.15
C -0.908474 -0.737901 3.401566 2.969 3.397 5.200 -0.25
O -0.303329 -0.113663 4.449955 -3.646 -3.982 -6.907 -0.04
O -0.519045 -0.346179 2.035900 -0.056 -2.082 2.602 -0.12
C 0.859763 -0.815694 1.736387 1.854 -0.619 1.260 -0.19
C 1.827584 0.435964 1.312097 -1.106 1.293 -0.677 -0.08
C 1.710768 0.841077 -0.312374 0.267 -0.856 2.379 -0.19
N 2.039182 2.206012 -0.594248 -1.144 -4.131 0.046 0.05
N 1.906409 2.534863 -1.852083 -1.306 -3.673 -1.727 0.05
C 1.460059 1.461712 -2.688075 -0.302 0.682 -2.586 -0.21
C 1.234335 1.897273 -4.293291 -0.193 -0.645 0.644 -0.17
C -0.073242 1.109874 -4.941857 -0.222 0.005 -0.316 -0.16
N 1.172374 0.086380 -2.413897 1.025 4.218 -0.037 0.06
N 1.305342 -0.241770 -1.156016 1.271 3.754 1.833 0.06
H -3.726160 -3.074431 2.839322 0.858 2.349 -0.249 0.08
H -4.165784 -1.235229 3.036778 2.106 -1.502 -0.977 0.09
H -2.973285 -1.870054 1.599031 -0.520 0.064 2.300 0.08
H -2.520719 -1.543913 4.835468 1.536 -0.758 -2.225 0.13
H -1.526713 -2.919596 3.843288 -0.809 2.317 0.072 0.13
H 1.312518 -1.255668 2.749743 -0.910 1.063 -2.202 0.14
H 0.838136 -1.711721 0.984306 -0.129 2.057 1.140 0.13
H 2.951623 0.326346 1.632134 -2.250 -0.158 -0.790 0.12
H 1.417764 1.387652 1.903859 0.918 -2.120 -1.292 0.14
H 2.217846 1.599471 -4.896579 -2.156 0.779 1.380 0.12
H 1.049465 3.056432 -4.358397 0.609 -2.384 0.332 0.11
H -0.842897 0.769945 -4.114606 1.727 0.670 -1.650 0.08
H 0.249449 0.169544 -5.579015 -0.621 1.902 1.523 0.08
H -0.660064 1.822863 -5.676216 1.315 -1.337 1.501 0.07
```
Positions in Å, forces in eV/Å.

4.
Density functional theory data (wB97M-V/def2-TZVPD) for C9H14N4O4 in the gas phase in a non-equilibrium geometry.

Output
- HOMO-LUMO gap: 9.02 eV
- SMILES string: CCCOC(=O)CCNc1n[nH]c(=O)[nH]c1=O

XYZ file:
```
31
Properties=species:S:1:pos:R:3:forces:R:3:lowdin_charge:R:1
C -0.925162 2.413841 1.010518 0.169 0.016 0.191 -0.09
C 0.414445 2.263681 1.720635 -0.064 -0.373 -0.292 -0.21
C 1.298755 1.211508 1.066963 0.434 0.478 0.123 -0.17
H 1.363729 1.368188 -0.015583 0.029 -0.038 0.063 0.12
H 2.315251 1.236498 1.474449 -0.160 0.004 -0.111 0.13
O 0.748562 -0.085857 1.312003 -0.449 0.166 0.207 -0.01
C 1.563343 -1.125199 1.114457 0.131 -0.395 0.188 -0.52
O 2.701484 -1.028275 0.742761 0.110 0.006 -0.064 0.11
C 0.864942 -2.433202 1.422573 0.048 0.075 -0.275 -0.06
H 0.096356 -2.265040 2.177224 0.019 -0.071 0.015 0.12
H 1.607776 -3.137981 1.794071 0.021 0.060 0.026 0.13
C 0.225500 -3.008121 0.144296 0.247 -0.039 0.205 -0.17
N -0.868313 -2.206479 -0.329180 -0.589 -0.092 0.223 0.05
C -0.683195 -1.116046 -1.103161 0.645 0.245 -0.670 -0.27
N 0.430382 -0.895322 -1.721868 -0.582 -0.630 0.671 0.14
N 0.511366 0.201128 -2.513470 0.165 0.281 -0.246 0.08
C -0.460326 1.127725 -2.725194 0.130 -0.137 0.065 -0.53
O -0.323437 2.106669 -3.417240 -0.046 0.343 -0.221 0.07
N -1.648251 0.846610 -2.050035 -0.047 0.002 -0.066 0.22
C -1.863483 -0.220565 -1.220640 -0.196 0.159 0.023 -0.39
O -2.906428 -0.404927 -0.630740 0.115 -0.060 -0.010 0.09
H -2.403201 1.512579 -2.176709 0.150 -0.111 0.031 0.18
H 1.407834 0.324223 -2.965488 -0.305 0.110 0.075 0.16
H -1.719471 -2.178860 0.218465 0.095 0.031 -0.121 0.14
H 0.973646 -3.050117 -0.649361 -0.039 -0.168 0.084 0.12
H -0.148706 -4.013662 0.349399 0.107 0.066 -0.079 0.12
H 0.251104 1.982554 2.762228 0.093 0.061 0.065 0.11
H 0.950569 3.213742 1.702425 0.063 -0.015 0.057 0.11
H -1.538411 3.155746 1.515282 -0.137 0.052 -0.018 0.07
H -1.462227 1.468662 1.008829 -0.131 -0.070 -0.016 0.06
H -0.774431 2.736297 -0.017908 -0.025 0.045 -0.123 0.07
```
Positions in Å, forces in eV/Å.

5.
Density functional theory data (wB97M-V/def2-TZVPD) for 2 unconnected molecules or ions with the total composition C9H14O in a non-equilibrium geometry.

Output
- Charge: -1
- HOMO-LUMO gap (alpha / beta): 2.95 / 6.82 eV
- 2S+1: 2

XYZ file:
```
24
Properties=species:S:1:pos:R:3:forces:R:3:lowdin_spin:R:1
C 1.195939 2.574769 -0.771009 -4.519 -0.998 -1.947 0.01
C -0.065560 3.235355 -0.131842 -0.691 1.520 2.063 0.00
H 1.881857 3.317194 -0.936160 2.148 1.519 -0.465 0.00
H 1.543050 1.678348 -0.317629 0.345 -0.529 0.555 0.01
H 0.731239 2.220157 -1.844064 1.465 0.743 2.396 0.00
H -0.087470 3.898346 0.929934 0.893 -2.217 -2.351 0.00
H -0.369371 4.056234 -0.795264 -0.217 -0.350 -0.220 0.00
H -0.901391 2.515437 -0.029333 0.522 0.380 -0.075 0.00
C -2.017632 -1.819695 -1.801449 0.944 -3.477 1.320 0.01
C 1.221020 -0.832763 -0.136431 -0.072 -0.693 0.309 0.19
C 0.317403 -1.383270 -1.127475 -0.256 0.603 0.999 0.15
C 0.765072 -0.466877 1.128123 -2.690 0.157 -1.766 0.06
C -1.031009 -1.399918 -0.768357 1.815 -0.433 0.145 0.04
C -0.578833 -0.491427 1.459898 1.318 -0.031 1.061 0.17
C -1.465183 -1.090874 0.582766 -0.803 -0.911 -3.297 0.24
O 1.499702 0.223708 1.982581 1.251 0.778 2.609 0.01
H 2.263012 -0.906101 -0.273841 1.369 0.018 -0.272 0.03
H 0.776154 -1.754979 -2.066235 -0.864 0.309 0.468 0.01
H 2.335333 0.423300 1.608478 1.256 0.199 -0.654 0.00
H -0.871939 -0.133241 2.436789 -0.068 0.151 0.048 0.01
H -2.552012 -0.985961 -2.022294 -2.068 2.166 -1.241 0.00
H -2.602341 -2.554395 -1.233175 -0.824 0.156 -0.342 0.01
H -2.522800 -1.100629 0.753863 -0.501 -0.001 0.181 0.03
H -1.668242 -2.415167 -2.677066 0.248 0.940 0.475 0.00
```
Positions in Å, forces in eV/Å.

6.
Density functional theory data (wB97M-V/def2-TZVPD) for 2 unconnected molecules or ions with the total composition C9H14O in a non-equilibrium geometry.

Output
- HOMO-LUMO gap: 9.10 eV
- SMILES string: Cc1ccc(O)cc1.CC

XYZ file:
```
24
Properties=species:S:1:pos:R:3:forces:R:3:lowdin_charge:R:1
C 2.546043 1.898186 -0.358095 0.210 1.975 1.375 -0.08
C -0.196820 -1.452289 -0.504563 2.468 2.266 0.757 -0.34
C -0.276391 -0.361265 -1.396061 -0.932 -2.146 1.359 -0.06
C 0.730124 -1.300009 0.552890 -1.700 -1.535 -0.311 -0.04
C 0.603773 0.687390 -1.361840 0.911 -0.479 0.645 -0.06
C 1.574385 -0.232744 0.610322 1.190 0.848 0.134 -0.06
C 1.614338 0.767073 -0.381541 -1.509 -1.211 -0.358 -0.29
O -0.906815 -2.579246 -0.594664 -0.810 -0.757 -0.132 0.07
H -1.234275 -0.372847 -1.862006 -0.254 0.381 -1.467 0.11
H -1.104411 -2.769649 -1.519036 -0.143 0.125 0.112 0.12
H 0.694016 -2.037916 1.362400 0.282 0.158 -0.378 0.12
H 0.523865 1.361133 -2.178254 0.054 1.041 -0.270 0.11
H 2.283070 -0.256949 1.453626 -0.253 0.463 -0.496 0.12
H 1.994514 2.863208 -0.053764 0.833 -1.222 -0.846 0.11
H 3.141154 2.031529 -1.254763 -0.314 0.181 -0.380 0.08
H 3.285684 1.776034 0.431405 0.044 -0.151 0.169 0.07
C -2.588159 1.134794 0.737721 0.325 1.617 -0.687 -0.17
C -2.107893 0.794514 2.135251 1.161 -0.151 -0.867 -0.15
H -3.407084 0.564860 0.324473 -0.090 -0.383 -0.004 0.06
H -2.851344 2.193319 0.652032 -0.793 0.065 0.569 0.06
H -1.769263 1.227157 0.010373 0.054 -1.048 0.276 0.04
H -2.863962 0.786776 2.911741 -0.075 -0.208 -0.020 0.06
H -1.345705 1.528012 2.366663 -0.012 0.470 0.459 0.06
H -1.487704 -0.108492 2.082044 -0.649 -0.299 0.363 0.05
```
Positions in Å, forces in eV/Å.

Respective E values: -515.29906 -988.64720 -720.55927 -871.39151 -426.46165 -426.53795 Ha.
Respective energy relative to the best compared isomer or geometry (same formula, charge and spin) values: 45.7 54.2 155.5 3.8 39.3 21.9 kcal/mol.